1.
ORCA calculation (the ωB97M-V functional and the def2-TZVPD basis) on a cluster of 14 separate species, C3H34O14 in total.

Structure (XYZ):
```
51
Properties=species:S:1:pos:R:3:lowdin_charge:R:1
C -1.93799 0.97600 -0.27089 -0.251
O -1.49937 1.43693 -1.54812 -0.081
C -0.86308 0.12377 0.38773 -0.197
C -1.43895 -0.63804 1.59704 -0.087
H -2.26260 1.80974 0.35210 0.064
H -2.82709 0.37151 -0.52902 0.135
H -0.87834 0.78336 -1.87761 0.055
H -0.50656 -0.58335 -0.36905 0.109
H -0.05505 0.75305 0.76557 0.070
H -1.82307 -1.56464 1.18146 0.074
H -0.68531 -0.85135 2.33140 0.014
H -2.29545 -0.13127 2.02471 0.088
H 3.28413 0.04619 0.01543 0.010
H 2.35951 1.25804 0.15567 -0.010
O 2.83419 0.59809 0.66582 -0.057
H -0.03379 -4.69446 -0.76158 0.011
H -0.89069 -4.14249 0.23299 0.002
O -0.88249 -4.25094 -0.74064 -0.065
H -0.32952 4.06687 2.15086 0.051
H -0.40125 3.04489 1.00133 0.002
O -0.83836 3.32029 1.82489 -0.057
H 0.13198 -2.30845 -2.35614 0.039
H 0.32167 -2.42016 -3.88717 0.077
O 0.18491 -1.79168 -3.17095 -0.038
H 0.07107 0.93783 -4.73869 0.050
H 0.45544 -0.15687 -3.71556 -0.006
O 0.74180 0.71344 -4.08921 -0.069
H 1.28309 -3.38244 0.09807 0.015
H 2.72202 -3.10950 -0.21189 0.046
O 1.92697 -3.45133 -0.62953 -0.052
H -1.16582 -1.35774 4.11097 0.029
H 0.23817 -1.05942 4.38516 0.031
O -0.36611 -1.81347 4.37333 -0.054
H -3.62687 3.00229 0.11256 0.019
H -3.41317 2.70066 1.61103 0.027
O -4.08438 2.78656 0.91692 -0.059
H 2.60580 -0.65590 -2.85589 0.023
H 2.91418 -1.51056 -1.76380 0.010
O 3.29517 -0.71651 -2.17271 -0.052
H 0.96016 3.01143 -1.05689 0.019
H 1.91050 3.60887 -0.15401 0.071
O 1.21563 2.93946 -0.08865 -0.085
H 1.30964 2.83441 -3.15495 0.047
H -0.25200 2.76119 -2.73265 0.038
O 0.59329 3.22786 -2.66528 -0.039
H 0.06274 -2.67718 2.35731 0.031
H -0.04042 -4.23095 2.21676 0.070
O -0.34286 -3.39449 1.85579 -0.056
H 0.11174 1.64426 3.15708 0.023
H 1.38826 1.14487 2.44552 0.016
O 0.81852 0.99135 3.21337 -0.052
```

Calculated values
Highest occupied orbital energy ... -10.435 eV
HOMO-LUMO gap ... 10.418 eV
Net charge ... 0



2.
ORCA calculation (the ωB97M-V functional and the def2-TZVPD basis) on a cluster of 10 separate species, C41H99Cl2N5O21P4 in total.

Structure (XYZ):
```
172
Properties=species:S:1:pos:R:3:lowdin_charge:R:1
C -5.20046 4.89804 -1.14559 -0.315
O -5.41016 6.02908 -0.68362 -0.011
N -6.15762 3.97748 -1.31703 -0.197
C -5.84710 2.62926 -1.84272 -0.026
C -7.53303 4.21850 -1.10930 -0.072
H -4.23940 4.49579 -1.50163 0.123
H -4.76610 2.48960 -1.83686 0.066
H -6.25917 2.54282 -2.84812 0.079
H -6.34318 1.92279 -1.17721 0.083
H -7.73785 5.17398 -0.62639 0.093
H -8.06237 4.17612 -2.06120 0.091
H -8.00398 3.46343 -0.47987 0.085
C -1.22802 -5.92547 4.57495 -0.334
O -1.86594 -4.91127 4.90977 -0.031
N -1.02276 -6.33314 3.30486 -0.181
C -1.30931 -5.56116 2.06639 -0.043
C -0.44972 -7.64266 2.96297 -0.044
H -0.74055 -6.60352 5.29246 0.133
H -1.76705 -6.10583 1.24062 0.030
H -0.35292 -5.12089 1.78430 0.055
H -2.04190 -4.82406 2.39515 0.088
H -1.22924 -8.16170 2.40526 0.085
H 0.35082 -7.40080 2.26388 0.074
H -0.20234 -8.26497 3.82299 0.089
C -6.69363 0.48294 -4.76911 -0.321
O -5.51570 0.84821 -5.02848 -0.040
N -7.02709 -0.42782 -3.87146 -0.178
C -8.38491 -0.68092 -3.46667 -0.053
C -5.98365 -1.07540 -3.01739 -0.010
H -7.60268 0.97183 -5.15228 0.137
H -9.02443 -0.05045 -4.08443 0.088
H -8.47463 -0.14393 -2.52238 0.085
H -8.68956 -1.70526 -3.25216 0.097
H -5.91567 -0.70427 -1.99478 0.070
H -6.18024 -2.14697 -2.98308 0.091
H -4.97227 -0.91396 -3.39042 0.077
C 3.60630 4.36214 -0.45836 -0.345
O 3.77750 4.58023 -1.65558 -0.014
N 3.41142 5.30025 0.52826 -0.147
C 3.10343 4.89688 1.96557 -0.024
C 3.25766 6.74314 0.27615 -0.051
H 3.82174 3.38667 0.00452 0.097
H 3.33396 3.85633 2.19408 0.080
H 2.06390 5.14446 2.18048 0.058
H 3.57447 5.58530 2.66721 0.077
H 3.68079 6.95849 -0.70501 0.084
H 2.18497 6.91817 0.35856 0.069
H 3.65472 7.53608 0.90994 0.082
C -0.64761 4.80600 0.87344 -0.346
O -0.15699 5.87030 1.10437 0.021
N -1.46834 4.19177 1.76337 -0.151
C -2.13560 2.91466 1.49982 -0.073
C -1.76695 4.73460 3.08331 -0.045
H -0.55120 4.20339 -0.04294 0.104
H -1.80407 2.43004 0.58149 0.065
H -3.20302 2.88379 1.71834 0.089
H -2.04805 2.23339 2.34617 0.064
H -1.11790 5.53937 3.42855 0.084
H -2.76092 5.18062 3.11777 0.094
H -1.62194 3.94932 3.82521 0.082
Cl -1.89663 -3.59561 -3.28162 0.548
C -0.56603 -3.74000 -2.12878 -0.650
C -0.12044 -5.21576 -1.89532 -0.620
Cl -1.43733 -6.28436 -1.37057 0.574
H -0.94669 -3.34583 -1.18654 0.023
H 0.21637 -3.03665 -2.41382 0.075
H 0.64601 -5.35076 -1.13214 0.052
H 0.35431 -5.62804 -2.78568 0.068
C 1.25200 1.54265 -0.44712 -0.025
C 1.14720 1.03254 1.02727 -0.253
O 1.05792 -0.36599 1.20489 -0.188
P -0.40915 -1.07249 1.04150 0.497
O -0.38521 -2.55395 1.07000 -0.234
O -1.28923 -0.36137 2.24261 -0.191
C -1.00856 -0.87249 3.54085 -0.289
C 0.04815 -0.11448 4.22981 -0.085
O -1.01842 -0.42493 -0.26355 -0.181
C -2.37305 -0.76311 -0.64972 -0.241
C -3.34315 0.31526 -0.20254 -0.055
H 0.29427 1.40239 -0.94831 0.057
H 1.48517 2.60742 -0.44796 0.055
H 2.06499 1.05255 -0.98279 0.060
H 2.07549 1.24126 1.55907 0.112
H 0.40896 1.57944 1.61379 0.098
H -1.88380 -0.86511 4.19047 0.129
H -0.82691 -1.94634 3.49691 0.108
H 1.09256 -0.28819 3.97070 0.078
H -0.13485 0.96000 4.21999 0.084
H 0.07862 -0.40518 5.27989 0.074
H -2.32138 -0.96338 -1.71992 0.086
H -2.69254 -1.74121 -0.29007 0.116
H -3.19433 1.21743 -0.79587 0.060
H -4.36915 -0.05275 -0.20131 0.072
H -3.20977 0.40091 0.87587 0.068
C 4.94379 -7.50993 3.81487 -0.058
C 4.03696 -7.37651 5.11643 -0.232
O 2.93142 -6.49275 4.85850 -0.192
P 3.08839 -4.93452 5.25392 0.475
O 4.12483 -4.64680 6.23989 -0.215
O 3.35778 -4.28111 3.77102 -0.175
C 2.29654 -4.30047 2.85098 -0.309
C 2.60870 -5.31874 1.84337 -0.078
O 1.59679 -4.41814 5.58547 -0.198
C 1.30961 -3.06365 5.96887 -0.248
C 1.88617 -2.56468 7.30887 -0.067
H 4.30464 -7.89960 3.02257 0.063
H 5.40294 -6.56116 3.53717 0.069
H 5.85038 -8.10031 3.94770 0.068
H 3.66904 -8.37209 5.36452 0.111
H 4.68560 -7.04460 5.92712 0.102
H 1.34956 -4.56451 3.32173 0.105
H 2.16542 -3.31481 2.40446 0.113
H 1.69105 -5.37030 1.25739 0.052
H 3.45052 -5.22414 1.15745 0.090
H 2.58386 -6.34732 2.20323 0.063
H 1.56033 -2.39049 5.14905 0.098
H 0.23118 -2.90957 6.00539 0.111
H 1.68384 -3.24337 8.13745 0.082
H 2.92987 -2.25409 7.26061 0.073
H 1.36955 -1.67250 7.66273 0.068
C 3.14553 -2.30184 -0.57258 -0.063
C 4.14727 -1.77300 0.44940 -0.288
O 5.32940 -1.21534 -0.01501 -0.170
P 5.37469 0.19529 -0.79505 0.498
O 4.75861 1.26700 0.04856 -0.245
O 4.74018 -0.17512 -2.25350 -0.191
C 4.29890 0.93675 -3.05879 -0.279
C 5.07886 0.78761 -4.32999 -0.073
O 6.92810 0.33386 -1.17980 -0.167
C 7.85019 0.95801 -0.22839 -0.242
C 8.72510 -0.11326 0.47580 -0.070
H 2.69387 -1.53137 -1.19746 0.066
H 3.64669 -3.08512 -1.14128 0.084
H 2.30241 -2.79018 -0.08393 0.052
H 3.70104 -0.95668 1.01737 0.100
H 4.35915 -2.54180 1.19247 0.117
H 3.22725 0.83777 -3.23164 0.112
H 4.36125 1.93951 -2.63610 0.109
H 6.11364 0.97148 -4.04096 0.077
H 4.91367 -0.16453 -4.83421 0.086
H 4.97630 1.64732 -4.99218 0.081
H 8.59857 1.58533 -0.71265 0.108
H 7.47379 1.70730 0.46801 0.111
H 9.23415 -0.68819 -0.29778 0.076
H 9.48211 0.44713 1.02444 0.073
H 8.17029 -0.74351 1.17084 0.072
C -0.29865 6.27331 -2.44362 -0.048
C 0.51362 5.01027 -2.73954 -0.250
O -0.03076 4.15795 -3.76380 -0.171
P -1.40424 3.42641 -3.46462 0.514
O -1.67958 3.30410 -1.98189 -0.267
O -2.48973 4.36747 -4.28157 -0.199
C -2.38867 4.42112 -5.65552 -0.307
C -3.85204 4.19444 -6.17646 -0.040
O -1.21819 2.07785 -4.34906 -0.193
C -2.26295 1.06712 -4.42043 -0.236
C -2.43242 0.47769 -5.84528 -0.052
H -0.58084 6.85460 -3.32144 0.082
H -1.20283 5.94170 -1.93313 0.062
H 0.23667 6.85083 -1.68995 0.075
H 1.53536 5.19306 -3.07230 0.112
H 0.69021 4.40485 -1.85050 0.082
H -2.00355 5.42488 -5.83512 0.118
H -1.63483 3.78726 -6.12247 0.112
H -3.84780 4.13928 -7.26506 0.073
H -4.33996 3.32417 -5.73753 0.055
H -4.33742 5.11191 -5.84365 0.074
H -2.03931 0.23406 -3.75403 0.096
H -3.17769 1.50331 -4.01907 0.091
H -3.09418 -0.38073 -5.72999 0.065
H -2.96072 1.21719 -6.44706 0.065
H -1.53842 0.07250 -6.31929 0.079
```

Calculated values
Highest occupied orbital energy ... -8.866 eV
SMILES string ... CCOP(=O)(OCC)OCC.CCOP(=O)(OCC)OCC.CCOP(=O)(OCC)OCC.CCOP(=O)(OCC)OCC.CN(C)C=O.CN(C)C=O.CN(C)C=O.CN(C)C=O.CN(C)C=O.ClCCCl
HOMO-LUMO gap ... 9.105 eV
Net charge ... 0



| no. | energy (hartree) |
| --- | --- |
| 1 | -1188.0500 |
| 2 | -5761.5515 |